# C4H12N2O

A cluster of 3 separate species, C4H12N2O in total (ωB97M-V/def2-TZVPD, the OMol25 dataset).

Structure (ORCA input):
```
! RIJCOSX wB97M-V def2-TZVPD def2/J DEFGRID3
* xyz 0 1
C 0.29278 -0.54196 -0.09032
C 0.06561 0.53984 0.79154
C 0.00511 -0.38139 -1.55170
C 2.11037 0.51417 0.30412
N -2.50648 1.10595 0.19079
N 0.40529 -1.79981 0.38742
O -1.80467 0.14632 0.98100
H -3.00401 1.71881 0.84001
H -3.24706 0.59582 -0.29299
H 0.05498 -1.99821 1.31116
H 0.46065 -2.56954 -0.25810
H 0.23083 0.42607 1.85293
H -0.12238 1.51432 0.36873
H 0.53080 -1.12945 -2.14886
H 0.27676 0.61209 -1.89744
H -1.07268 -0.49342 -1.68293
H 2.55160 -0.10107 1.08371
H 2.25070 1.57741 0.48259
H 2.52178 0.26404 -0.67165
*
```

- Relative energy (zero: lowest compared OMol25 entry of this formula, charge and spin): 138.7 kcal/mol
- Largest force on an atom: 0.0382 Eh/bohr

---

# C10H10S3

An isolated molecule of C10H10S3 (ωB97M-V/def2-TZVPD, the OMol25 dataset).

Structure (ORCA input):
```
! RIJCOSX wB97M-V def2-TZVPD def2/J DEFGRID3
* xyz 0 1
C 0.06858 1.87024 1.32018
C 0.18809 0.63036 0.45897
C -0.97281 0.15394 -0.09976
C -0.81174 -1.33423 -0.45690
C -1.73702 -2.06044 0.18762
S -2.81628 -1.13749 1.16574
C -2.39170 0.38283 0.21860
S -3.89658 0.33563 -1.15871
C 1.50222 0.07561 0.13961
C 1.98148 0.36136 -1.14935
C 3.17807 -0.14813 -1.49799
S 3.90269 -0.91427 -0.06267
C 2.46295 -0.47501 0.88010
H -0.84031 2.29551 0.90501
H 0.83455 2.54996 1.27758
H -0.21194 1.58909 2.38426
H -0.21860 -1.74794 -1.25720
H -1.77381 -3.15414 0.29533
H -2.56503 1.23313 0.81248
H -3.40705 -0.29936 -2.16439
H 1.32663 1.00541 -1.72394
H 3.76656 -0.23223 -2.36580
H 2.43105 -0.97985 1.89122
*
```

- Structure (SMILES): C/C(=C1/C=CS[C@@H]1S)c1ccsc1
- Relative energy (zero: lowest compared OMol25 entry of this formula, charge and spin): 0.0 kcal/mol
- Largest force on an atom: 0.0757 Eh/bohr